64
Properties=species:S:1:pos:R:3:forces:R:3:mulliken_charge:R:1 method="wB97M-V/def2-TZVPD" homo_energy_ha=-0.29261 relative_energy_kj_mol=35.6 charge=0 spin_multiplicity=1 e_lumo_ev=0.1533 largest_force_ev_per_a=0.78 smiles="C=CCn1c(SCC(=O)c2[nH]c(C)c(C(=O)OCC)c2C)nc2scc(-c3ccc(OC)cc3)c2c1=O"
C -3.3750 -3.9359 -1.0506 -0.04 -0.06 -0.14 -0.933
C -3.2930 -3.7543 0.2530 0.17 0.15 0.19 -0.134
C -2.5836 -2.6331 0.9505 -0.06 -0.35 0.46 -0.968
N -2.0359 -1.6460 0.0389 0.27 -0.08 -0.04 0.554
C -2.8481 -0.8284 -0.6715 -0.52 0.35 -0.42 -0.022
S -4.5843 -0.7915 -0.2753 -0.26 0.06 0.10 -0.184
C -4.5285 0.8186 0.6194 0.04 -0.40 -0.18 -0.680
C -3.4558 0.6566 1.6732 -0.19 0.14 0.15 0.455
O -3.6545 -0.0386 2.6597 -0.03 0.05 -0.05 -0.671
C -2.1357 1.1904 1.4142 0.34 0.38 -0.08 -0.322
N -1.1008 0.6269 2.1337 0.04 -0.03 0.07 0.216
C 0.0806 1.1375 1.7700 0.02 0.19 -0.07 -0.395
C 1.3384 0.5828 2.3223 0.14 -0.11 0.05 -1.288
C -0.1741 2.1101 0.7960 -0.12 -0.14 0.24 1.236
C 0.8020 2.9677 0.1232 -0.06 0.08 -0.21 0.063
O 0.6008 3.5924 -0.8938 0.08 0.07 0.10 -0.671
O 1.9812 3.0137 0.7661 0.11 -0.12 0.26 -0.213
C 2.9799 3.8523 0.1871 0.29 0.29 -0.30 -0.382
C 4.2693 3.6685 0.9653 -0.46 -0.06 -0.09 -1.088
C -1.5755 2.1417 0.5651 -0.12 -0.28 0.27 1.310
C -2.2797 3.0661 -0.3627 -0.07 0.16 -0.09 -2.035
N -2.4555 0.0161 -1.5603 -0.50 0.11 -0.35 -0.388
C -1.1285 0.0942 -1.7693 0.61 -0.42 0.26 0.245
S -0.4238 1.1960 -2.8878 -0.01 -0.32 0.33 -0.209
C 1.1468 0.6867 -2.4016 -0.21 -0.06 0.07 -0.109
C 1.1548 -0.2787 -1.4387 -0.04 0.23 -0.28 -0.106
C 2.3861 -0.8499 -0.8914 0.24 -0.13 0.04 0.053
C 2.5376 -2.2200 -0.7202 0.05 0.26 -0.06 -0.378
C 3.7067 -2.7485 -0.2043 0.26 -0.20 0.11 -0.733
C 4.7561 -1.9079 0.1506 -0.08 0.20 -0.05 0.910
O 5.9447 -2.3162 0.6732 -0.10 0.30 -0.06 -0.462
C 6.1449 -3.6911 0.8952 0.03 -0.22 0.03 -0.859
C 4.6153 -0.5312 -0.0358 0.23 -0.19 0.07 -0.992
C 3.4498 -0.0139 -0.5533 -0.06 -0.23 0.00 0.090
C -0.1769 -0.6366 -1.0637 -0.34 0.31 -0.48 -0.658
C -0.6271 -1.5388 -0.0355 -0.06 0.07 0.07 0.797
O 0.0635 -2.1549 0.7544 0.19 -0.15 0.07 -0.768
H -3.9050 -4.7736 -1.4676 -0.12 -0.20 -0.02 0.321
H -2.9264 -3.2628 -1.7633 0.13 0.17 -0.09 0.214
H -3.7569 -4.4513 0.9367 -0.11 -0.15 0.03 0.360
H -1.7325 -3.0332 1.5137 -0.21 0.12 -0.09 0.456
H -3.2679 -2.1518 1.6576 0.16 -0.03 -0.09 0.426
H -4.3407 1.6068 -0.0996 0.00 0.08 0.05 0.271
H -5.5126 0.9108 1.0752 0.04 0.06 0.05 0.534
H -1.2531 -0.1066 2.8111 0.03 0.03 -0.07 0.344
H 1.3195 0.6139 3.4109 0.04 0.01 0.10 0.485
H 1.4326 -0.4601 2.0132 0.04 -0.05 -0.01 0.162
H 2.1961 1.1373 1.9626 0.01 -0.04 0.06 0.066
H 3.1040 3.5846 -0.8690 -0.03 0.08 0.15 0.316
H 2.6353 4.8919 0.2290 0.03 -0.16 -0.07 0.434
H 4.1167 3.9363 2.0074 0.06 0.03 0.12 0.322
H 5.0425 4.3044 0.5443 0.09 0.05 -0.03 0.435
H 4.5954 2.6327 0.9179 0.09 -0.11 0.01 0.113
H -2.6549 2.5226 -1.2303 -0.07 0.02 -0.04 0.385
H -1.5859 3.8201 -0.7218 -0.11 0.03 -0.01 0.334
H -3.1161 3.5529 0.1369 -0.07 0.03 -0.03 0.493
H 2.0009 1.1252 -2.8788 0.24 0.04 -0.08 0.610
H 1.7377 -2.8876 -0.9983 -0.07 -0.05 0.02 0.508
H 3.7858 -3.8174 -0.0855 0.05 -0.10 0.03 0.419
H 5.4119 -4.0951 1.6006 0.02 0.01 -0.04 0.335
H 6.1023 -4.2598 -0.0394 -0.01 0.02 0.04 0.338
H 7.1424 -3.7781 1.3232 -0.08 -0.05 -0.03 0.247
H 5.4417 0.1073 0.2354 0.10 0.09 0.04 0.424
H 3.3453 1.0516 -0.6854 -0.02 0.18 0.02 0.365

---

62
Properties=species:S:1:pos:R:3:forces:R:3:mulliken_charge:R:1 method="wB97M-V/def2-TZVPD" homo_energy_ha=-0.73118 relative_energy_kj_mol=133.3 charge=+4 spin_multiplicity=1 e_lumo_ev=-11.4099 largest_force_ev_per_a=1.96
Hf 0.0296 -1.0303 -0.4226 -1.31 0.25 -1.42 0.946
Cl 0.8655 -3.5516 -1.3107 -0.03 -0.74 0.02 0.065
C 2.2125 -2.9079 -2.2667 0.28 -0.80 -0.40 -0.238
Cl 2.0772 -1.1481 -2.1505 0.58 0.63 -0.39 0.005
H 2.1271 -3.2218 -3.3141 -0.11 0.16 0.34 0.413
H 3.1622 -3.2465 -1.8386 -0.28 0.26 0.00 0.417
N -0.5204 0.1983 2.0521 0.14 0.48 0.21 -0.471
C 0.7991 -0.1080 2.7055 0.07 0.41 0.15 -0.004
C 1.5137 1.1222 3.2743 0.07 -0.25 0.09 -0.654
C 2.7225 0.8200 4.1887 0.06 0.20 0.02 -1.008
C 2.5602 1.4614 5.5762 -0.21 -0.02 -0.02 -0.813
N 3.6834 1.1138 6.4294 0.18 -0.25 -0.11 -0.109
C 4.1308 1.7646 7.5118 0.08 0.01 0.00 0.854
N 3.6580 2.9471 7.8836 -0.03 0.09 0.04 -0.322
N 5.0987 1.2148 8.2331 0.14 0.00 0.19 -0.362
C 1.3341 -0.6863 1.4191 0.98 0.41 1.57 0.951
O 1.6136 0.0845 0.4610 0.57 0.46 0.39 -0.577
O 1.0082 -1.8756 1.1072 0.93 -1.11 1.33 -0.530
H -0.4681 1.1447 1.6623 -0.06 -0.24 0.22 -0.143
H -1.2583 0.2138 2.7565 -0.03 -0.14 -0.24 0.360
H 0.6509 -0.8947 3.4494 0.06 0.06 -0.15 0.640
H 0.7732 1.6828 3.8497 -0.08 0.05 -0.11 0.529
H 1.8356 1.7427 2.4348 -0.12 0.09 0.06 0.211
H 3.6360 1.2080 3.7371 0.02 -0.09 -0.01 0.367
H 2.8521 -0.2585 4.2963 0.02 -0.08 0.09 0.489
H 1.6246 1.1159 6.0318 0.02 0.12 -0.01 0.331
H 2.5151 2.5476 5.4681 -0.04 -0.05 -0.04 0.359
H 4.0884 0.2030 6.2666 0.02 0.08 0.09 0.231
H 2.9469 3.4562 7.3896 -0.02 -0.13 -0.07 0.166
H 4.0524 3.4046 8.6923 -0.07 0.03 -0.04 0.212
H 5.4894 0.3099 8.0285 -0.04 0.01 -0.05 0.195
H 5.4822 1.6948 9.0341 -0.01 -0.06 -0.04 0.204
N -3.2244 -3.4527 1.1209 0.72 0.54 0.66 0.112
C -2.2232 -2.6505 1.4807 -0.04 -0.05 0.29 -0.204
N -1.6877 -2.1061 0.3852 -0.72 -0.63 -0.40 -0.120
C -2.4423 -2.6489 -0.6413 -0.52 -0.43 0.80 0.236
N -3.3653 -3.4588 -0.1883 -0.25 -0.06 -1.60 -0.557
C -2.2100 -2.2924 -2.0300 -0.28 -0.11 -0.86 0.732
C -3.0506 -2.7199 -3.0732 0.27 0.08 0.88 -0.503
N -2.8402 -2.3311 -4.3092 -0.29 -0.12 -0.44 -0.409
C -1.8261 -1.5275 -4.5623 0.42 0.21 0.21 -0.484
C -0.9515 -1.1202 -3.5516 -0.05 0.06 -0.12 -0.296
N -1.1352 -1.5054 -2.2778 -1.06 -0.59 -0.77 0.502
H -3.8437 -4.0241 1.6973 0.16 0.16 -0.03 0.244
H -1.9108 -2.4657 2.4929 0.01 -0.10 0.08 0.519
H -3.8941 -3.3750 -2.8871 0.01 0.01 0.11 0.521
H -1.7060 -1.2149 -5.5917 0.17 0.11 0.01 0.414
H -0.0964 -0.4879 -3.7652 -0.11 -0.07 -0.04 0.491
O -0.6417 0.7847 -0.8216 -0.13 1.09 -0.43 -0.742
S -0.6906 2.1421 -1.6504 0.21 0.15 0.48 0.191
C 1.0624 2.6851 -1.6265 0.21 0.11 -0.23 -0.129
C 1.0995 4.0385 -0.9249 -0.12 0.07 0.22 -0.909
C 0.0856 3.9533 0.2078 0.15 -0.01 -0.08 0.044
C -1.1830 3.3974 -0.4238 -0.01 0.11 0.15 -0.796
H 1.4376 2.7329 -2.6466 -0.08 -0.13 -0.09 0.532
H 1.6050 1.9200 -1.0622 -0.17 0.07 -0.06 -0.023
H 0.8226 4.8401 -1.6093 0.05 0.00 -0.08 0.347
H 2.1030 4.2493 -0.5561 0.03 -0.03 -0.11 0.408
H -0.1098 4.9326 0.6444 -0.06 -0.06 0.04 0.467
H 0.4595 3.2966 0.9984 -0.05 -0.01 0.04 -0.286
H -1.6947 4.1715 -0.9976 -0.10 -0.06 -0.14 0.550
H -1.8940 2.9625 0.2768 -0.15 -0.14 -0.18 0.433

---

13
Properties=species:S:1:pos:R:3:forces:R:3:mulliken_charge:R:1 method="wB97M-V/def2-TZVPD" homo_energy_ha=-0.32088 relative_energy_kj_mol=402.8 charge=0 spin_multiplicity=1 e_lumo_ev=0.4035 largest_force_ev_per_a=5.40
H -2.7370 -1.1417 0.0411 -0.07 0.15 -0.15 0.269
N -2.7643 -0.1730 -0.2960 -1.17 -1.28 0.34 -0.502
C -1.7083 0.4180 -0.1084 3.61 3.74 -1.44 0.044
N -0.4048 -0.1162 0.4557 1.12 4.04 -1.03 0.105
N 0.0093 -1.3801 0.2402 -2.30 -4.27 1.27 -0.131
N 1.2648 -1.5057 -0.2504 0.51 0.33 1.09 -0.523
C 1.8172 -0.3427 -0.3280 -0.01 -1.20 0.27 -0.181
C 0.7882 0.6800 0.1049 0.49 0.53 -0.08 0.476
N 0.8152 1.9416 0.1404 -1.79 -0.62 0.86 -0.662
H 1.6634 2.4082 -0.0461 1.16 0.10 -0.64 0.218
H -1.5369 1.6365 -0.5476 -0.34 -3.77 1.77 0.270
H -0.1419 -1.9813 1.1266 0.60 0.97 -2.24 0.274
H 2.9352 -0.4437 -0.5324 -1.82 1.28 -0.01 0.345

---

16
Properties=species:S:1:pos:R:3:forces:R:3:mulliken_charge:R:1 method="wB97M-V/def2-TZVPD" homo_energy_ha=-0.10259 relative_energy_kj_mol=27.7 charge=-1 spin_multiplicity=1 e_lumo_ev=4.0443 largest_force_ev_per_a=1.34
C -1.3887 -0.4743 2.1782 -0.64 -0.07 1.17 -1.403
C -1.0642 -0.7318 0.7322 -0.27 -0.22 -0.06 0.199
C -0.4275 0.5161 0.0852 0.38 -0.45 0.20 -0.560
S 1.3895 0.5850 0.2505 0.02 0.21 -0.15 -0.626
N -0.2552 -1.9595 0.6482 0.58 0.36 -0.46 -0.821
H -2.0016 0.4220 2.3655 0.18 -0.09 -0.41 0.377
H -0.4903 -0.3523 2.7818 0.24 0.02 -0.11 0.257
H -1.9584 -1.3030 2.6245 0.20 -0.02 -0.19 0.376
H -2.0052 -0.9578 0.2108 0.01 0.14 0.00 0.251
H -0.7261 0.5007 -0.9635 -0.04 0.19 -0.21 0.113
H -0.8659 1.3766 0.5822 -0.18 0.31 -0.21 0.234
H 0.0684 -1.9915 -0.3252 -0.37 -0.26 0.04 0.290
H 0.6497 -1.6672 1.0421 -0.18 -0.09 0.27 0.302
H 1.2476 1.4386 -3.3677 -0.40 -0.05 0.00 0.325
H -0.0597 1.4075 -2.6303 0.08 -0.04 -0.02 0.376
O 0.2901 1.4605 -3.5304 0.39 0.06 0.14 -0.690